Here is 12 unconnected molecules or ions with the total composition C32H62Cl6O14 from the Open Molecules 2025 dataset. Energies are from the ωB97M-V functional and the def2-TZVPD basis.

Geometry (Å):
C  -0.40117  -6.83112  -1.82992
O  -1.46349  -6.01836  -2.32143
C  -1.11631  -4.89053  -2.94794
O  -0.00511  -4.57571  -3.28877
O  -2.22228  -4.17508  -3.10772
C  -2.01639  -2.81457  -3.42079
H  -0.29649  -6.67345  -0.75839
H  0.53517  -6.61070  -2.34442
H  -0.62447  -7.87490  -2.04243
H  -1.34464  -2.36158  -2.68810
H  -2.97498  -2.30650  -3.38947
H  -1.58535  -2.62090  -4.40339
C  -2.18541  0.31592  -6.73811
O  -1.33544  -0.37378  -5.82222
C  -0.70587  0.41134  -4.95044
O  -0.80875  1.59883  -4.88225
O  0.04702  -0.34857  -4.17250
C  0.87509  0.39278  -3.25847
H  -1.67574  1.16109  -7.19032
H  -3.09893  0.63650  -6.23746
H  -2.44817  -0.41147  -7.50317
H  1.22639  1.31717  -3.69744
H  1.68752  -0.26156  -2.95241
H  0.30037  0.59599  -2.35255
Cl  -4.98757  -0.83982  -1.92653
C  -4.21818  0.71352  -1.62363
Cl  -4.69010  1.90104  -2.82261
Cl  -2.45966  0.53115  -1.60194
H  -4.52362  1.05460  -0.64707
Cl  -0.07942  3.43237  -1.95794
C  1.29391  3.65279  -0.88074
Cl  1.35707  5.29654  -0.22451
Cl  2.79481  3.20435  -1.66500
H  1.17198  2.96673  -0.05158
C  0.34642  -0.94844  0.00353
C  0.55515  0.43173  0.54843
C  -0.46494  0.92049  1.53427
O  1.49903  1.10756  0.24161
H  0.35658  -1.60623  0.88042
H  1.13274  -1.27304  -0.67087
H  -0.62445  -1.02837  -0.48254
H  -1.29911  1.40105  1.02296
H  0.00684  1.62314  2.22017
H  -0.86396  0.09522  2.13020
C  -2.65324  -3.00394  0.52663
C  -3.56926  -2.09812  1.30133
C  -4.47025  -2.72177  2.34794
O  -3.56861  -0.89876  1.12948
H  -1.71202  -3.14218  1.05875
H  -2.46745  -2.56007  -0.45373
H  -3.09574  -3.98873  0.36808
H  -4.16353  -3.73684  2.60604
H  -5.48896  -2.78387  1.96162
H  -4.44279  -2.10683  3.24494
C  1.90471  -4.32511  0.35241
C  2.38067  -5.73914  0.44283
C  3.30616  -6.24453  -0.63444
O  2.01989  -6.47912  1.31767
H  2.62445  -3.70154  -0.18018
H  1.75621  -3.86618  1.33186
H  0.93324  -4.26841  -0.14781
H  3.92276  -5.45068  -1.04879
H  2.71642  -6.72169  -1.41841
H  3.91419  -7.03164  -0.19314
C  4.92029  -1.55058  -4.22958
C  4.47873  -0.81826  -2.99037
C  3.85266  -1.63840  -1.89877
O  4.66823  0.36658  -2.87867
H  4.51366  -2.55403  -4.33134
H  6.00922  -1.59067  -4.27489
H  4.60289  -0.96936  -5.10213
H  3.84988  -1.11017  -0.94786
H  4.35410  -2.60158  -1.80985
H  2.79448  -1.80926  -2.12920
C  -3.33613  1.10050  3.99710
C  -2.51641  0.56270  5.15320
C  -1.19066  1.23099  5.41976
O  -2.90515  -0.36255  5.82724
H  -4.36680  0.78707  4.14182
H  -2.96953  0.68978  3.05261
H  -3.22766  2.17784  3.88995
H  -1.35679  2.31070  5.48605
H  -0.46710  1.04792  4.62693
H  -0.80329  0.89900  6.38216
C  4.37870  2.17406  1.57135
C  3.56945  1.20684  2.36859
C  2.70510  1.77067  3.46788
O  3.62009  0.00984  2.16572
H  3.77365  2.65242  0.79513
H  5.20963  1.68549  1.06621
H  4.76435  2.97752  2.20602
H  2.19122  2.66412  3.09726
H  3.28300  2.08208  4.33515
H  1.96501  1.01658  3.73157
C  2.57204  6.02008  3.17043
C  2.33854  4.58609  3.56254
C  0.89218  4.12467  3.67295
O  3.25366  3.81961  3.71687
H  2.63053  6.01932  2.08160
H  3.55283  6.34109  3.52940
H  1.84319  6.70948  3.58732
H  0.75073  3.62077  4.62600
H  0.69605  3.41494  2.86663
H  0.21341  4.96634  3.56574
C  -4.06001  4.11685  0.49982
C  -2.71408  4.25547  1.16269
C  -1.96700  5.51818  0.90127
O  -2.28948  3.36866  1.85656
H  -4.03654  4.40306  -0.55058
H  -4.80018  4.70038  1.05054
H  -4.36014  3.07189  0.59131
H  -2.66058  6.35890  0.81087
H  -1.57774  5.42734  -0.12186
H  -1.15524  5.70096  1.59130

For the total energy, the calculation gives -5070.9342 Eh. The LUMO energy comes out at 0.0134 Eh. The structure (SMILES) is COC(=O)OC.COC(=O)OC.ClC(Cl)Cl.ClC(Cl)Cl.CC(C)=O.CC(C)=O.CC(C)=O.CC(C)=O.CC(C)=O.CC(C)=O.CC(C)=O.CC(C)=O.

Atomic partial charges in e from the Mulliken method, atoms 1 to 99: C -0.664; O -0.390; C 0.938; O -0.606; O -0.396; C -0.266; H 0.256; H 0.243; H 0.340; H -0.082; H 0.251; H 0.409; C -0.684; O -0.326; C 0.772; O -0.570; O -0.276; C 0.824; H 0.316; H 0.251; H 0.240; H 0.620; H -0.709; H -0.458; Cl -0.119; C 0.152; Cl -0.137; Cl -0.029; H 0.027; Cl -0.078; C 1.794; Cl -0.127; Cl -0.099; H -1.525; C 0.735; C 0.559; C 0.703; O -0.386; H 0.599; H -0.978; H -0.464; H -0.109; H -1.271; H 0.599; C -0.364; C 0.624; C -1.230; O -0.424; H 0.323; H -0.389; H 0.540; H 0.395; H 0.314; H 0.268; C -0.121; C 0.472; C -0.906; O -0.569; H 0.003; H 0.388; H -0.035; H 0.246; H 0.176; H 0.353; C -1.274; C 0.594; C -0.544; O -0.555; H 0.337; H 0.362; H 0.322; H 0.302; H 0.414; H 0.035; C -0.543; C 0.714; C -0.598; O -0.600; H 0.370; H -0.175; H 0.315; H 0.323; H -0.150; H 0.405; C -1.007; C 0.574; C -0.087; O -0.636; H -0.016; H 0.399; H 0.371; H -0.556; H 0.594; H 0.255; C -1.232; C 0.915; C -0.420; O -0.516; H 0.110

Here is 7 unconnected molecules or ions with the total composition C32H62O21 from the Open Molecules 2025 dataset. Energies are from the ωB97M-V functional and the def2-TZVPD basis.

Geometry (Å):
C  7.77045  2.85930  -2.67581
C  6.81207  4.02536  -3.39590
C  5.48223  4.15570  -2.44276
C  4.08622  4.47354  -3.29658
O  3.00631  3.77369  -2.53086
C  1.69490  4.38334  -2.80108
C  0.92689  3.13452  -3.60571
C  1.28474  1.95754  -2.47978
O  1.17566  2.67362  -1.17057
C  0.91877  4.14113  -1.35138
O  0.22861  4.98554  -0.58050
H  8.84007  2.79317  -3.14628
H  7.80562  3.18065  -1.52652
H  7.15711  1.85704  -2.70794
H  7.40371  5.04845  -3.28923
H  6.59261  3.78433  -4.51979
H  5.57270  4.92416  -1.56482
H  5.30694  3.07209  -1.97415
H  4.12410  4.08960  -4.40146
H  3.87353  5.64659  -3.35839
H  1.66000  5.44605  -3.28985
H  -0.21322  3.32462  -3.42260
H  1.33868  3.00574  -4.69357
H  2.22921  1.28476  -2.66800
H  0.42415  1.13122  -2.45665
C  4.20085  4.57417  1.65038
C  4.98865  5.82062  1.28338
O  5.37980  6.54511  2.45607
C  6.42759  6.02592  3.14475
O  7.05367  5.02023  2.84999
O  6.63977  6.80273  4.23921
C  7.65358  6.30201  5.10803
H  3.35403  4.82897  2.29375
H  3.83069  4.07357  0.75250
H  4.82091  3.86268  2.20665
H  4.35191  6.48962  0.69702
H  5.86391  5.58206  0.66583
H  8.58875  6.12142  4.56832
H  7.30594  5.38673  5.59631
H  7.84160  7.05561  5.87811
C  -1.87252  3.48430  -0.00308
C  -3.07294  3.42385  -0.93276
O  -3.34517  2.07536  -1.33343
C  -3.96245  1.30050  -0.40593
O  -4.30301  1.65200  0.71244
O  -4.10769  0.05385  -0.92657
C  -4.65222  -0.89009  -0.00687
H  -1.00738  2.99417  -0.45834
H  -1.61610  4.52078  0.22883
H  -2.07432  2.96364  0.93942
H  -2.85072  3.98524  -1.84505
H  -3.96228  3.88011  -0.47971
H  -5.59371  -0.53239  0.42217
H  -3.92429  -1.10337  0.78158
H  -4.85353  -1.81647  -0.55240
C  3.53637  7.37465  7.59467
C  5.04079  7.29307  7.79219
O  5.40035  7.61761  9.14071
C  5.17751  6.64312  10.05853
O  4.71356  5.53659  9.83349
O  5.53106  7.12417  11.27914
C  5.24579  6.22845  12.35137
H  3.15846  8.35083  7.91124
H  3.27570  7.21248  6.54607
H  3.01606  6.62120  8.19609
H  5.52914  8.03120  7.14916
H  5.43539  6.30790  7.51276
H  5.68707  5.24206  12.17599
H  4.16361  6.14865  12.49116
H  5.68342  6.64304  13.26399
C  -7.17964  -7.54074  -2.31777
C  -6.39184  -6.29429  -2.68477
O  -6.00069  -5.56980  -1.51208
C  -4.95290  -6.08898  -0.82340
O  -4.32682  -7.09468  -1.11817
O  -4.74072  -5.31217  0.27106
C  -3.72691  -5.81289  1.13987
H  -8.02646  -7.28594  -1.67440
H  -7.54980  -8.04133  -3.21566
H  -6.55958  -8.25222  -1.76150
H  -7.02858  -5.62528  -3.27113
H  -5.51658  -6.53284  -3.30233
H  -2.79174  -5.99348  0.60016
H  -4.07456  -6.72818  1.62816
H  -3.53889  -5.05929  1.90996
C  -1.17900  -9.49533  -1.41675
C  -2.09117  -9.39115  -0.20594
O  -2.65247  -10.66707  0.12585
C  -1.81960  -11.52644  0.76576
O  -0.66128  -11.30409  1.08064
O  -2.48911  -12.69147  0.96761
C  -1.68609  -13.72040  1.54192
H  -1.70443  -9.95892  -2.25637
H  -0.82374  -8.50703  -1.71816
H  -0.30574  -10.12118  -1.20263
H  -2.92970  -8.72952  -0.44244
H  -1.57180  -8.95991  0.65930
H  -1.20204  -13.38177  2.46359
H  -0.94112  -14.05942  0.81590
H  -2.33963  -14.56257  1.78674
C  -5.82238  -1.66674  -8.79078
C  -6.46936  -3.00443  -8.47307
O  -6.07511  -3.47096  -7.17691
C  -6.68690  -2.86966  -6.12532
O  -7.53061  -1.98989  -6.19192
O  -6.17382  -3.39476  -4.98194
C  -6.66117  -2.76964  -3.79657
H  -4.73672  -1.72614  -8.67343
H  -6.05590  -1.35839  -9.81264
H  -6.17420  -0.88435  -8.10944
H  -6.12599  -3.75122  -9.19502
H  -7.56297  -2.95666  -8.55117
H  -7.75554  -2.76429  -3.76881
H  -6.26752  -1.75137  -3.72453
H  -6.29873  -3.34276  -2.93840

For the total energy, the calculation gives -2836.3889 Eh. The LUMO energy comes out at 0.0188 Eh. The structure (SMILES) is CCCCO[C@H]1CCOC1=O.CCOC(=O)OC.CCOC(=O)OC.CCOC(=O)OC.CCOC(=O)OC.CCOC(=O)OC.CCOC(=O)OC.

Atomic partial charges in e from the Mulliken method, atoms 1 to 99: C -0.905; C -0.325; C 0.005; C -0.615; O -0.068; C -0.290; C -0.494; C -0.330; O -0.375; C 0.553; O -0.610; H 0.319; H 0.190; H 0.277; H 0.260; H 0.282; H -0.111; H 0.226; H 0.171; H 0.283; H 0.476; H 0.269; H 0.330; H 0.258; H 0.284; C -0.945; C -0.099; O -0.357; C 0.714; O -0.566; O -0.315; C -0.727; H 0.321; H 0.173; H 0.325; H 0.299; H 0.230; H 0.344; H 0.321; H 0.236; C -0.984; C -0.235; O -0.358; C 0.726; O -0.565; O -0.293; C -0.571; H 0.138; H 0.391; H 0.356; H 0.311; H 0.332; H 0.325; H 0.294; H 0.122; C -1.181; C 0.033; O -0.355; C 0.734; O -0.551; O -0.331; C -0.619; H 0.303; H 0.347; H 0.317; H 0.285; H 0.216; H 0.288; H 0.287; H 0.224; C -1.211; C -0.053; O -0.363; C 0.708; O -0.604; O -0.277; C -0.646; H 0.316; H 0.367; H 0.297; H 0.239; H 0.344; H 0.285; H 0.302; H 0.235; C -1.242; C 0.247; O -0.352; C 0.740; O -0.558; O -0.332; C -0.627; H 0.312; H 0.350; H 0.380; H 0.057; H 0.280; H 0.289; H 0.287

Result set for max |F|: 5.157 9.389 eV/A, one per record in the order listed.
Result set for gap between HOMO and LUMO: 0.33264 0.38353 Ha, one per record in the order listed.